Density functional theory data (the ωB97M-V functional and the def2-TZVPD basis) for a 10-piece molecular cluster, C48H123N7O19 overall in a non-equilibrium geometry.

Structure (ORCA input):
```
! wB97M-V def2-TZVPD RIJCOSX def2/J DEFGRID3
* xyz 0 1
C 3.56476 0.15649 1.44953
O 3.07070 -0.41004 2.69610
C 2.83601 0.58658 3.61160
C 2.59191 0.07188 5.02614
N 3.80923 -0.38244 5.76080
C 4.74662 0.70743 6.06966
C 5.84021 0.02431 6.92822
O 6.66550 1.03102 7.53581
C 7.66127 1.61701 6.79835
H 3.66989 -0.65163 0.77830
H 4.50226 0.68917 1.57036
H 2.84279 0.87692 1.06725
H 1.85530 1.15530 3.36227
H 3.67389 1.33246 3.61771
H 1.76428 -0.60980 5.13153
H 2.24688 1.04404 5.55539
H 4.33903 -1.11682 5.26694
H 4.22800 1.46308 6.60197
H 5.18297 1.11465 5.14299
H 6.41580 -0.70992 6.40319
H 5.28930 -0.39534 7.79583
H 7.32129 2.36804 6.10697
H 8.16975 0.93359 6.14802
H 8.36761 2.08530 7.47105
C 2.37015 4.45608 0.47899
O 1.59267 4.64194 1.63687
C 2.37893 4.68586 2.78776
C 1.46585 4.82499 4.01770
N 0.73127 3.64782 4.28180
C 0.02238 3.83767 5.54872
C -0.88474 2.64510 5.75730
O -1.72359 2.49061 4.69263
C -1.74053 1.24563 4.04343
H 3.26357 5.13102 0.42237
H 1.80904 4.51874 -0.42807
H 2.72927 3.43172 0.40173
H 3.02055 5.58889 2.76412
H 3.02860 3.86576 2.87032
H 0.81811 5.66484 3.82603
H 2.16625 5.00267 4.83283
H 0.05364 3.52180 3.56293
H -0.62731 4.70703 5.45603
H 0.67165 3.88061 6.44838
H -1.57307 2.78199 6.65481
H -0.27951 1.71575 5.91242
H -2.24816 1.26978 3.10625
H -2.24861 0.48484 4.64890
H -0.67495 0.76818 3.90375
C -5.79981 1.98606 0.15798
O -4.87138 0.95332 -0.22799
C -4.82884 -0.07552 0.80041
C -5.86061 -1.20227 0.50062
N -5.69840 -1.76543 -0.84363
C -4.39184 -2.27901 -1.17036
C -4.55605 -3.32868 -2.23972
O -4.78278 -2.62614 -3.51189
C -5.48948 -3.43599 -4.40607
H -5.40988 2.36754 1.08729
H -6.81956 1.59177 0.24274
H -5.86912 2.77368 -0.61534
H -4.94781 0.35890 1.88072
H -3.80959 -0.48905 0.65993
H -6.81531 -0.73662 0.55544
H -5.75286 -1.97589 1.30569
H -6.04639 -1.14239 -1.56639
H -4.10651 -2.84204 -0.31222
H -3.57662 -1.56154 -1.32706
H -5.36921 -4.02286 -2.03804
H -3.53576 -3.70943 -2.32961
H -5.56177 -2.86957 -5.35920
H -6.42620 -3.70186 -3.98351
H -4.99355 -4.40038 -4.59292
C -3.57634 -5.65613 0.66992
O -2.24525 -5.12180 0.30229
C -1.47041 -6.09364 -0.32528
C -0.28212 -5.34838 -0.76826
N 0.35706 -4.83397 0.46995
C 1.69545 -4.14264 0.20077
C 2.42933 -4.14590 1.55157
O 1.67979 -3.37678 2.52325
C 2.27355 -3.14344 3.79512
H -4.28959 -5.76691 -0.21483
H -4.03189 -5.02012 1.41313
H -3.44289 -6.60763 1.19059
H -2.02348 -6.60105 -1.12097
H -1.22303 -6.88595 0.39669
H -0.58228 -4.46601 -1.35053
H 0.49645 -5.81608 -1.32576
H -0.24480 -4.20713 1.04216
H 1.40588 -3.15571 -0.14162
H 2.38674 -4.71753 -0.48971
H 3.47239 -3.74582 1.34846
H 2.45146 -5.20285 1.87985
H 3.03621 -2.38128 3.74458
H 2.59263 -4.07758 4.18976
H 1.45414 -2.77575 4.36156
C -3.00523 1.72957 -3.43871
O -1.73115 2.47204 -3.38376
C -1.77599 3.54501 -2.50295
C -0.37550 4.18685 -2.55432
N -0.03974 4.56111 -3.91187
C 1.39982 4.66846 -4.02772
C 1.91441 4.98394 -5.42440
O 1.39783 4.22692 -6.49898
C 0.27127 4.71644 -7.16515
H -3.83305 2.37864 -3.65685
H -3.26271 1.27493 -2.43607
H -2.81234 0.93329 -4.18111
H -1.92369 3.18723 -1.49450
H -2.57791 4.21951 -2.81569
H 0.36815 3.45594 -2.23758
H -0.18313 5.01408 -1.89775
H -0.31040 3.74025 -4.42298
H 1.93242 3.78419 -3.65475
H 1.71249 5.51103 -3.37965
H 2.99078 4.75386 -5.45616
H 1.80127 6.05610 -5.59097
H -0.49358 5.12426 -6.45999
H -0.17547 3.85674 -7.74413
H 0.52334 5.48472 -7.92604
C -0.61957 -1.09364 -6.38357
O 0.51981 -0.69642 -7.19962
C 0.63376 0.65502 -7.50307
C 1.91618 1.12926 -8.19460
N 3.16708 0.78593 -7.52108
C 3.56720 -0.59461 -7.82746
C 4.93767 -0.72001 -7.34973
O 5.75509 -0.11039 -8.29570
C 7.09029 -0.01721 -7.89744
H -0.53663 -2.19953 -6.26717
H -1.58435 -0.84343 -6.74804
H -0.56363 -0.65268 -5.39810
H 0.62311 1.21336 -6.56095
H -0.16249 1.12521 -8.10972
H 1.86628 2.23031 -8.14319
H 1.97621 0.71619 -9.20878
H 3.90835 1.37948 -7.81660
H 3.52675 -0.85270 -8.88173
H 2.85816 -1.28783 -7.30008
H 5.25704 -1.78762 -7.35167
H 5.08881 -0.27744 -6.35669
H 7.21909 0.58088 -7.03696
H 7.51963 0.62668 -8.68489
H 7.64957 -0.96055 -7.86787
C -3.86261 -6.14209 5.30661
O -2.51008 -6.10287 5.60795
C -1.85083 -4.97664 5.19484
C -1.70519 -4.90847 3.69005
N -1.30266 -3.57367 3.29604
C -2.26869 -2.59688 2.76177
C -3.07473 -2.04277 3.89954
O -4.00355 -3.00813 4.39137
C -4.71448 -2.61909 5.52220
H -4.38254 -6.93086 5.83749
H -4.13349 -6.16468 4.25080
H -4.39440 -5.26172 5.67917
H -0.87912 -5.04010 5.69218
H -2.24372 -4.08737 5.58932
H -2.59256 -5.14660 3.11864
H -0.98724 -5.65551 3.26504
H -0.36046 -3.50978 2.88846
H -2.98964 -2.99041 2.05147
H -1.65918 -1.83138 2.32344
H -3.65477 -1.19182 3.44975
H -2.46455 -1.70824 4.71017
H -4.03575 -2.25986 6.29748
H -5.29861 -3.44160 5.94879
H -5.41667 -1.82933 5.33732
O 2.74811 1.62478 -4.99453
C 2.44385 0.61201 -4.07378
C 3.71204 0.03785 -3.44385
O 4.53992 0.89208 -2.62475
H 3.01816 1.14392 -5.80627
H 1.84209 1.02755 -3.23749
H 1.93837 -0.22119 -4.58378
H 4.34613 -0.53250 -4.23279
H 3.30456 -0.73993 -2.75297
H 4.15796 1.79225 -2.68891
O -0.78815 3.78002 1.21419
C -1.80296 4.71701 1.00018
C -3.13900 3.95135 1.25762
O -3.40599 3.68109 2.59200
H 0.10373 4.12856 1.36370
H -1.71646 5.47320 1.77196
H -1.76189 5.24406 0.01220
H -3.15172 3.00694 0.65988
H -3.94635 4.60477 0.90264
H -2.63328 3.47459 3.18247
C -0.16125 -0.85399 -0.36966
C -0.83999 0.41289 0.09599
O 0.10887 1.44265 0.00384
H -0.86641 -1.70164 -0.61868
H 0.60310 -1.26524 0.34028
H 0.36909 -0.54659 -1.26809
H -1.32183 0.34322 1.04425
H -1.67568 0.70451 -0.50910
H -0.44124 2.20510 0.28671
*
```

**SMILES**: COCCNCCOC.COCCNCCOC.COCCNCCOC.COCCNCCOC.COCCNCCOC.COCCNCCOC.COCCNCCOC.OCCO.OCCO.CCO
**Lowest unoccupied orbital energy**: 0.5840 eV
**HOMO energy**: -0.297 Ha
**Energy above the lowest of the compared OMol25 structures with the same formula, charge and spin**: 0.00 kcal per mole
**Electronic energy**: -101090.4478 eV